{"formula": "C16H27NO3Si", "method": "ωB97M-V/def2-TZVPD", "symbols": ["C", "C", "O", "Si", "C", "C", "C", "N", "C", "C", "C", "C", "C", "C", "C", "O", "C", "C", "O", "C", "C", "H", "H", "H", "H", "H", "H", "H", "H", "H", "H", "H", "H", "H", "H", "H", "H", "H", "H", "H", "H", "H", "H", "H", "H", "H", "H", "H"], "positions_angstrom": [[-1.725, 5.224, 0.324], [-0.879, 4.594, 1.407], [-1.223, 3.304, 1.774], [-0.360, 2.082, 1.065], [-1.500, 0.597, 0.891], [-0.886, -0.495, 0.068], [-1.814, -1.776, -0.008], [-1.071, -2.903, -0.305], [-0.768, -3.205, -1.501], [0.044, -4.375, -1.890], [0.472, -5.314, -0.969], [1.225, -6.409, -1.399], [1.508, -6.565, -2.743], [1.034, -5.689, -3.662], [0.281, -4.631, -3.257], [0.080, 2.578, -0.479], [1.361, 2.168, -0.925], [2.009, 3.299, -1.724], [0.943, 1.631, 1.971], [0.592, 1.089, 3.228], [0.569, 2.146, 4.251], [-2.772, 5.276, 0.637], [-1.448, 6.274, 0.173], [-1.577, 4.686, -0.639], [0.136, 4.529, 1.073], [-0.830, 5.172, 2.353], [-1.785, 0.249, 1.889], [-2.380, 0.999, 0.438], [0.042, -0.810, 0.543], [-0.626, -0.129, -0.926], [-2.252, -1.946, 0.981], [-2.607, -1.661, -0.753], [-1.094, -2.534, -2.269], [0.229, -5.212, 0.062], [1.581, -7.113, -0.666], [2.043, -7.436, -3.092], [1.234, -5.906, -4.699], [-0.142, -3.931, -3.968], [1.275, 1.264, -1.569], [1.985, 1.891, -0.049], [1.460, 3.554, -2.637], [2.006, 4.196, -1.115], [3.027, 3.033, -2.021], [1.356, 0.305, 3.456], [-0.392, 0.573, 3.141], [-0.182, 2.888, 3.955], [1.518, 2.689, 4.330], [0.302, 1.749, 5.253]], "mulliken_charge": [-1.20, -0.16, -0.39, 0.49, -0.87, -0.28, -0.87, -0.38, -0.43, 0.65, -0.40, -0.49, -0.32, -0.56, -0.39, -0.31, 0.05, -1.34, -0.38, 0.03, -1.11, 0.30, 0.40, 0.22, 0.22, 0.39, 0.37, 0.48, 0.27, 0.21, 0.45, 0.38, 0.33, 0.45, 0.37, 0.35, 0.38, 0.33, 0.21, 0.27, 0.32, 0.32, 0.37, 0.31, 0.11, 0.18, 0.29, 0.37]}

---

{"formula": "C4H11NS2", "method": "ωB97M-V/def2-TZVPD", "symbols": ["C", "C", "N", "C", "H", "H", "H", "H", "H", "H", "H", "C", "S", "S", "H", "H", "H", "H"], "positions_angstrom": [[0.572, -1.228, -1.176], [1.075, -0.564, -0.138], [1.889, 0.568, -0.233], [2.919, 0.734, 0.781], [0.874, -0.992, -2.188], [-0.136, -2.025, -1.035], [0.886, -0.843, 0.893], [2.261, 0.654, -1.169], [3.563, 1.569, 0.508], [2.486, 1.067, 1.727], [3.498, -0.179, 0.926], [-3.029, -0.464, 0.866], [-3.916, 0.780, -0.143], [-2.561, 1.025, -1.659], [-2.984, -1.344, 0.235], [-3.575, -0.612, 1.792], [-2.029, -0.117, 1.103], [-1.794, 1.970, -1.090]], "mulliken_charge": [-0.89, 0.14, -0.28, -0.95, 0.20, 0.24, 0.36, 0.24, 0.34, 0.29, 0.32, -0.62, -0.08, -0.20, 0.25, 0.31, 0.18, 0.16], "e_above_lowest_kj_mol": 119.9}

---

{"formula": "C4H6N2S2", "method": "ωB97M-V/def2-TZVPD", "symbols": ["C", "N", "S", "C", "C", "N", "C", "S", "H", "H", "H", "H", "H", "H"], "positions_angstrom": [[-2.934, -0.625, -0.168], [-1.705, -0.449, -0.026], [-1.097, 1.078, 0.264], [0.627, 0.762, -0.247], [1.396, 2.019, -0.194], [1.969, 2.988, -0.007], [1.214, -0.392, 0.624], [2.821, -1.011, -0.019], [-3.246, -1.664, -0.369], [-3.693, 0.170, -0.113], [0.606, 0.433, -1.299], [1.288, -0.038, 1.655], [0.451, -1.183, 0.564], [2.303, -2.089, -0.666]], "mulliken_charge": [-0.23, -0.27, -0.04, 0.31, 0.05, -0.38, -0.91, -0.19, 0.23, 0.21, 0.29, 0.35, 0.44, 0.14], "e_above_lowest_kj_mol": 180.1}

---

no.,E_HOMO (eV),lowest unoccupied orbital energy (hartree)
1,-8.88,0.022
2,-8.21,0.026
3,-9.29,0.022